Entry 1:
25
Properties=species:S:1:pos:R:3:forces:R:3 method="wB97M-V/def2-TZVPD" relative_energy_ev=0.650 lumo_ev="-0.668 / -0.667" largest_force_ev_per_a=4.0 homo_energy_ev="-9.211 / -9.212" smiles="CC(=O)O[C@]1(C)OC(=O)c2ccc[n+]([O-])c21"
C 2.127849 -1.041928 2.584488 -0.243 -0.313 -2.404
C 1.055310 -0.302277 2.905216 -2.914 1.429 0.689
C 2.353808 -1.296634 1.230294 0.940 0.104 3.266
C 0.047475 0.033484 1.936053 2.983 -2.092 -1.039
C 0.359365 -0.422943 0.628119 -2.480 2.375 2.108
C -1.349436 0.559378 1.962625 -0.994 -0.517 -0.311
C -1.149608 1.491819 -2.070236 0.690 -0.819 -2.836
C -0.840762 -0.096577 -0.259723 0.667 -0.631 -0.799
C -0.163172 2.222546 -3.009422 -0.912 -0.820 -0.465
C -1.454207 -1.391087 -0.881235 -0.526 -0.355 2.176
N 1.571833 -0.902126 0.272722 -1.810 0.149 -0.875
O 1.885239 -1.048588 -0.925034 0.234 -0.171 -1.760
O -2.116111 0.804728 2.857831 1.437 0.015 -1.067
O -2.301686 1.263881 -2.322057 0.121 0.351 1.135
O -1.773757 0.550313 0.622811 0.610 -0.204 0.510
O -0.341659 0.813612 -1.234826 -0.479 -0.088 1.764
H 2.801396 -1.481830 3.262211 0.727 0.034 0.922
H 0.939146 0.009487 3.911921 -0.359 0.192 0.848
H 3.294127 -1.646871 0.984621 1.465 -1.015 -1.092
H -0.184374 1.514228 -3.978659 0.348 1.873 2.126
H 0.801449 2.190751 -2.443711 -0.615 0.434 -1.210
H -0.577710 3.238715 -3.227923 0.710 -0.886 -0.065
H -2.502872 -1.393485 -0.525193 0.419 -0.050 -0.273
H -0.962815 -2.278840 -0.304963 -0.709 1.280 -1.803
H -1.518828 -1.389756 -1.975931 0.688 -0.275 0.454


Entry 2:
9
Properties=species:S:1:pos:R:3:forces:R:3 method="wB97M-V/def2-TZVPD" relative_energy_ev=2.229 lumo_ev=0.025 largest_force_ev_per_a=2.1 homo_energy_ev=-10.940
N 0.385204 -1.308980 -0.094514 1.437 1.094 0.442
N -0.144035 1.539451 -0.275091 1.291 -0.203 0.275
O 2.074707 0.324287 0.568762 0.357 0.097 0.116
P 0.702397 0.275500 0.057689 1.428 0.586 0.245
Cl -2.901038 0.029665 0.247298 -1.737 -0.933 0.379
H 1.322326 -1.706489 0.021201 -0.707 -0.340 0.027
H -0.308306 -1.882285 -0.466914 -1.465 -0.514 -0.680
H -1.775400 0.477829 -0.011398 1.273 1.118 -0.387
H 0.644147 2.251022 -0.047030 -1.877 -0.905 -0.417


Entry 3:
28
Properties=species:S:1:pos:R:3:forces:R:3 method="wB97M-V/def2-TZVPD" lumo_ev="3.157 / 3.017" largest_force_ev_per_a=4.4 multiplicity=6 charge=-1 homo_energy_ev="-1.354 / -3.786" s2=8.773
Ru 0.010430 0.714191 1.355786 -0.970 0.857 -0.454
Cl 0.219765 2.787883 0.449778 0.264 1.898 -0.936
Cl -0.210322 1.564786 3.433997 -0.351 0.963 2.854
C 1.721522 -0.003950 0.933586 3.999 -1.724 -0.016
H 2.243841 -0.799192 0.378182 0.187 0.230 0.535
H 2.489103 0.489848 1.582820 -0.401 0.188 -0.418
C -0.986002 -0.123877 -0.341121 1.006 -2.243 -2.112
C 0.319156 -0.852285 -0.602216 -4.145 0.983 -0.533
H -1.788606 -0.701334 0.143077 0.435 -0.004 -0.045
C 1.058625 -0.537327 -1.874678 0.494 0.405 0.050
H 0.391684 -1.882268 -0.204977 0.256 0.776 -0.104
C 0.799927 0.899723 -2.376535 0.092 -0.079 0.183
H 2.137991 -0.649711 -1.687882 -0.185 -0.063 -0.152
H 0.796842 -1.265404 -2.674275 -0.057 0.216 0.395
C -0.689024 1.166082 -2.591403 -0.017 -0.228 -0.233
H 1.183192 1.633167 -1.656105 -0.001 -0.344 0.007
H 1.355162 1.062301 -3.313300 -0.166 -0.103 0.125
C -1.571150 0.848005 -1.369168 -0.267 0.307 0.096
H -0.833126 2.212044 -2.899612 0.000 -0.241 0.112
H -1.027313 0.540865 -3.429979 0.051 0.051 -0.003
H -1.827587 1.789173 -0.864865 0.096 -0.227 -0.135
H -2.532946 0.433333 -1.727999 0.311 0.056 0.083
C -0.462800 -1.518318 3.613369 -0.281 -0.093 -0.324
O -0.738542 -1.108399 2.267238 -0.782 -1.790 0.056
H 0.590619 -1.376997 3.849158 -0.001 0.000 -0.047
H -0.759810 -2.560035 3.692499 0.064 -0.194 0.321
H -1.077911 -0.884882 4.243877 0.133 -0.077 0.189
H -0.812731 -1.877421 1.670748 0.239 0.480 0.504


Entry 4:
56
Properties=species:S:1:pos:R:3:forces:R:3 method="wB97M-V/def2-TZVPD" relative_energy_ev=1.812 lumo_ev=2.786 largest_force_ev_per_a=0.8 charge=-1 homo_energy_ev=-2.301
Pd 1.777288 0.064247 0.108934 0.410 -0.624 0.246
N 4.065837 -2.203713 -0.108855 -0.226 -0.066 0.070
N 3.157939 -3.248449 -0.437615 0.126 -0.021 0.033
C 2.396913 -3.210728 -1.526112 -0.118 -0.139 0.081
N 1.605949 -4.335839 -1.695715 0.042 -0.041 0.044
S 2.333569 -1.942971 -2.595865 0.072 0.137 -0.189
H 4.127063 -2.207627 0.907204 0.033 -0.020 -0.028
H 3.533284 -1.331860 -0.285155 0.120 0.206 -0.070
H 2.913634 -3.892895 0.295830 -0.044 0.051 -0.013
H 2.026355 -5.214715 -1.433228 -0.018 -0.005 -0.006
H 1.153269 -4.346700 -2.594354 0.005 0.006 0.008
C -2.684475 -2.087955 -0.388800 0.022 0.010 0.010
N -2.182851 -1.638390 0.897170 0.015 0.023 -0.003
C -3.207658 -1.309851 1.860811 -0.013 -0.002 0.006
P -0.653686 -0.964626 0.892589 0.473 -0.119 -0.126
O 0.301197 -1.940610 0.313902 -0.262 0.193 -0.037
O -0.896673 0.323981 -0.046827 -0.401 0.040 0.051
P -0.322897 1.785841 -0.501200 -0.387 0.163 -0.063
O 0.201015 2.731561 0.498188 0.056 0.037 0.139
N -1.876042 2.311144 -1.015569 0.110 -0.028 -0.147
C -3.024905 2.073739 -0.167901 0.008 0.065 0.036
C -1.854614 3.686303 -1.490189 0.027 0.008 -0.008
N 0.417580 1.734141 -1.966603 0.042 0.023 -0.040
C -0.126866 0.950167 -3.058258 -0.001 -0.087 0.023
C 1.799825 2.163947 -2.139901 -0.031 -0.031 0.002
N -0.405747 -0.493617 2.449173 -0.099 -0.026 0.081
C 0.748298 -1.059179 3.145478 0.043 -0.019 -0.057
C -0.723826 0.860821 2.882417 0.015 0.006 -0.086
H -3.309419 -2.975470 -0.251752 0.000 0.001 -0.008
H -1.842832 -2.350232 -1.028215 -0.023 -0.025 -0.023
H -3.283622 -1.317083 -0.892887 0.001 0.000 0.007
H -3.848219 -2.184126 2.016223 -0.002 0.007 0.004
H -3.852733 -0.481332 1.537151 -0.007 0.016 -0.010
H -2.749607 -1.047065 2.811493 -0.008 0.000 -0.006
H -3.128442 1.014114 0.043570 -0.012 -0.035 0.029
H -3.925125 2.406083 -0.693508 -0.010 -0.011 0.011
H -2.974974 2.625225 0.784560 -0.011 -0.006 0.009
H -0.972699 3.845315 -2.109148 -0.020 0.024 -0.021
H -1.823342 4.411190 -0.665296 -0.006 -0.009 0.000
H -2.745965 3.880585 -2.094601 -0.002 -0.001 0.004
H -1.165645 0.702263 -2.848964 -0.004 0.009 -0.036
H 0.436868 0.023743 -3.202455 0.009 0.010 0.009
H -0.087568 1.532781 -3.985538 -0.009 0.008 0.004
H 2.110877 2.755509 -1.283514 0.017 -0.005 0.006
H 1.856941 2.771244 -3.052158 0.007 0.014 0.013
H 2.476282 1.308889 -2.221192 -0.001 0.022 -0.006
H 0.937704 -2.063498 2.772289 0.025 0.002 0.025
H 0.517178 -1.109719 4.213637 -0.005 -0.003 0.006
H 1.643840 -0.454909 2.975084 -0.001 -0.006 0.017
H -1.614439 1.226540 2.371865 -0.009 0.018 0.011
H 0.095724 1.548340 2.658534 -0.010 0.015 0.016
H -0.924680 0.848068 3.957355 0.007 -0.005 0.002
F 4.167541 1.800002 0.415019 0.004 0.036 -0.014
C 3.062601 1.264442 1.134006 -0.034 0.209 -0.091
F 3.724823 0.610892 2.233205 0.015 -0.015 0.056
H 2.620154 2.152034 1.605663 0.069 -0.010 0.030


Record order is preserved below.
Calculated total energy: -22240.543 -26904.143 -38225.289 -65761.240 eV